The following is a quantum chemistry calculation of an isolated molecule of C3H3ClF2, from the OMol25 dataset.

Output
Structure (SMILES) = C/C(F)=C(\F)Cl
E_tot = -775.96247 hartree
Orbital gap = 10.640 eV
E_HOMO = -9.86 eV
LUMO energy = 0.779 eV

Last column: natural (NBO) charge in e.
Geometry (Å):
C 0.5286 0.4116 0.9914  -0.668
C -0.4953 0.1641 -0.0507  0.289
F -1.4557 1.1448 0.1047  -0.320
C -0.3260 -0.5889 -1.0903  0.315
F 0.7750 -1.3052 -1.2881  -0.299
Cl -1.5992 -1.0007 -2.3074  -0.025
H 1.3282 -0.1159 0.7141  0.224
H 0.3961 -0.1632 2.0571  0.242
H 0.8483 1.4535 0.8693  0.243

Forces on atoms 1 to 6 (eV/Å):
-1.63 -0.58 2.17
-0.17 3.04 2.46
-0.20 -1.63 -0.89
-1.93 -1.72 -2.70
-0.08 -0.06 0.23
1.37 0.76 1.22